Computed, not measured: a 2-piece molecular cluster, C5H11NO2S overall at a distorted geometry, with ωB97M-V/def2-TZVPD.

Positions of all 20 atoms, in Å:
C (1.90197, 0.00299, 1.62692)
C (1.35766, -0.74524, 0.39208)
C (0.54219, 0.74017, 1.64905)
C (-1.64912, 1.17051, -0.61582)
C (-0.55881, 0.11868, -0.59588)
N (0.48977, 0.34793, 0.23616)
O (-1.63574, -0.93250, -2.48517)
O (0.84516, -1.33441, -2.42162)
S (-0.14594, -0.30786, -2.37305)
H (2.09448, -0.62291, 2.48919)
H (2.63482, 0.63907, 1.29074)
H (1.96517, -1.08874, -0.44683)
H (0.83503, -1.71805, 0.61185)
H (-0.29641, 0.24593, 2.39408)
H (0.46416, 1.75417, 1.84191)
H (-2.31270, 1.26492, 0.25046)
H (-2.23813, 1.00134, -1.53648)
H (-1.13650, 2.11036, -0.78967)
H (-1.29008, -1.44296, -0.01603)
H (-1.86696, -1.20341, -1.50187)

Forces on the atoms, in the same order (eV/Å):
-1.836 -2.109 1.022
1.639 -2.060 0.925
-1.581 -2.782 0.942
-0.169 0.007 -1.000
-1.422 -0.564 1.297
-2.039 -0.184 -1.574
-0.193 -0.611 0.956
1.239 -1.202 -0.069
-2.123 0.881 0.866
0.555 0.254 0.144
2.046 1.434 -0.133
0.391 0.861 0.077
-0.279 0.875 0.403
1.874 0.588 -2.075
0.228 2.112 0.179
0.409 -0.328 -0.091
-0.083 0.207 0.772
0.030 0.435 0.198
0.889 2.215 -1.104
0.425 -0.027 -1.736

The total charge is 0. The calculation puts the electronic energy at -800.35770 a.u.



Computed, not measured: an isolated ion of composition C6H8NO5 and charge -1 at a distorted geometry, with ωB97M-V/def2-TZVPD.

Positions of all 20 atoms, in Å:
C (0.76188, 0.46733, 0.08375)
C (3.34150, -0.06320, -0.07493)
C (1.18389, 1.90785, 0.11914)
C (-2.12489, -1.90373, 0.59926)
C (-1.03545, -1.41044, -0.33332)
C (-0.61791, 0.11194, -0.12971)
N (-1.69016, 1.09339, -0.28107)
O (3.88574, -0.65667, 0.80747)
O (1.62776, -0.47215, 0.04494)
O (3.51205, 0.70527, -0.97923)
O (-1.67341, 2.24049, 0.09586)
O (-2.69733, 0.63873, -0.83690)
H (0.46943, 2.52529, 0.67728)
H (2.26924, 1.94793, 0.42239)
H (1.25989, 2.25397, -0.97753)
H (-2.96835, -1.23046, 0.52308)
H (-1.88739, -1.86649, 1.59691)
H (-2.21342, -3.01399, 0.26037)
H (-0.11109, -1.82040, -0.18525)
H (-1.29199, -1.45465, -1.43251)

Forces on the atoms, in the same order (eV/Å):
-2.661 -0.039 -1.204
0.708 0.214 0.311
1.419 0.382 -1.166
0.084 -1.697 -3.137
-1.041 4.427 -1.200
0.414 -0.114 0.643
0.608 -2.631 -0.479
-0.281 -0.158 -0.124
0.346 0.083 0.231
-0.294 -0.376 -0.166
0.754 1.464 0.640
-0.424 -0.110 -0.203
0.554 -0.165 -0.237
-1.438 0.315 0.235
-0.430 -0.347 1.567
-0.708 -0.593 -0.562
1.199 -0.139 2.421
-0.877 1.800 0.886
2.151 -1.837 0.343
-0.082 -0.478 1.201

The total charge is -1. The calculation puts the electronic energy at -664.35169 a.u. The SMILES is CC/C(=C(/C)OC(=O)[O-])[N+](=O)[O-].



Computed, not measured: an isolated ion of composition C10H13FNO and charge +1 at a distorted geometry, with ωB97M-V/def2-TZVPD.

Positions of all 26 atoms, in Å:
C (1.12774, 1.64563, 0.27071)
C (0.35275, 0.52441, 0.08503)
C (-1.02664, 0.77246, 0.01989)
C (-2.30764, 0.36768, -0.23391)
C (2.61777, 1.63739, 0.36805)
C (0.86265, -0.89094, -0.05241)
C (2.25582, -0.91204, 0.49852)
C (3.14025, 0.26966, -0.08199)
C (-2.94924, -1.94064, -0.31004)
C (-3.40665, -0.50930, -0.46979)
N (-2.03842, 1.70590, -0.15764)
O (-2.46286, 2.82186, -0.03147)
F (3.07441, 0.12163, -1.43006)
H (0.77907, 2.63749, 0.52721)
H (2.95033, 2.63438, -0.10927)
H (2.90197, 1.81930, 1.39850)
H (0.41485, -1.70463, 0.56625)
H (0.97786, -1.10519, -1.04803)
H (2.40326, -0.73443, 1.63958)
H (2.63627, -1.92391, 0.32054)
H (4.21134, 0.35106, 0.34312)
H (-2.05581, -1.90858, -0.77897)
H (-3.59099, -2.55055, -0.76410)
H (-2.73254, -2.35662, 0.62496)
H (-4.18358, -0.36830, 0.17690)
H (-3.95198, -0.40372, -1.37161)

Forces on the atoms, in the same order (eV/Å):
0.467 -0.678 0.957
0.052 1.365 0.699
-0.356 -0.081 -0.991
-0.131 2.341 -0.383
-1.281 0.584 -1.183
0.567 0.811 3.210
2.811 1.440 2.236
1.318 -0.169 1.849
0.452 2.180 0.942
0.598 -2.009 0.480
-0.223 -0.959 1.329
0.364 0.004 -0.532
0.452 0.401 -1.013
-1.077 -0.095 -0.424
0.095 -1.941 0.032
-0.075 -0.150 0.493
-0.800 0.916 -0.894
-0.312 -0.998 -2.551
-1.016 -0.527 -1.618
0.592 0.490 -0.184
-1.233 -1.239 -1.203
2.992 -0.941 -1.994
-2.443 -2.581 -2.017
-0.111 0.115 1.942
-1.951 1.154 2.372
0.251 0.568 -1.555

The total charge is +1. The calculation puts the electronic energy at -618.23091 a.u. The SMILES is CCc1c(C2=CC[C@H](F)CC2)[n+]1=O.



Computed, not measured: a 2-piece molecular cluster, C9H6I2N2O overall at a distorted geometry, with ωB97M-V/def2-TZVPD.

Positions of all 20 atoms, in Å:
C (-2.29704, 1.69812, 0.17826)
C (-2.01905, 1.98113, 1.53068)
C (-1.38165, 1.16339, -0.65669)
C (-0.74514, 1.52989, 2.04072)
C (-0.05471, 0.90882, -0.29799)
C (0.17701, 1.02377, 1.09372)
C (3.14001, 0.65875, -0.45741)
C (2.10623, -0.30706, 1.64614)
C (0.87946, 0.50090, -1.21760)
N (2.13090, 0.75066, -1.11844)
N (1.35356, 0.62420, 1.70892)
O (2.87385, -1.15938, 1.82904)
I (4.60663, 2.14261, -0.09426)
I (5.70967, -2.44232, -0.06801)
H (-3.31524, 2.08312, -0.07813)
H (-2.82342, 2.19287, 2.18232)
H (-1.57017, 1.22412, -1.71319)
H (-0.38597, 1.62571, 3.04227)
H (5.33975, -0.98393, 0.77966)
H (0.49705, 0.04877, -2.16552)

Forces on the atoms, in the same order (eV/Å):
-2.057 1.729 2.058
2.805 -2.713 0.108
0.755 0.808 -1.692
-1.748 1.061 -2.901
-2.453 0.388 3.751
-0.227 0.459 1.094
1.780 0.295 0.698
0.761 -0.460 0.652
0.511 -0.860 -3.699
-0.379 -0.433 0.071
-0.006 0.201 -0.429
0.058 -0.457 -0.044
-0.358 -0.062 -0.401
-0.362 1.617 0.909
1.047 -0.834 -0.612
-0.514 0.809 0.625
-0.331 -0.525 -0.411
-0.200 0.000 0.496
0.372 -1.629 -0.954
0.547 0.606 0.680

The total charge is 0. The calculation puts the electronic energy at -1126.57816 a.u.



Computed, not measured: a 2-piece molecular cluster, C3H10S3 overall, with ωB97M-V/def2-TZVPD.

Positions of all 16 atoms, in Å:
C (-0.77699, -2.41831, -0.01022)
S (0.49446, -1.83140, 1.16836)
S (-0.60815, -1.14495, 2.78918)
H (-0.69830, -3.49928, -0.10755)
H (-0.46797, -1.95352, -0.93992)
H (-1.79180, -2.17947, 0.27165)
H (-0.84744, 0.09489, 2.31843)
C (-0.57545, 1.08648, -1.44083)
S (1.18910, 1.53562, -1.55537)
C (1.63810, 1.77206, 0.16018)
H (-1.05503, 1.82447, -2.07710)
H (-0.92208, 1.20992, -0.41489)
H (-0.77777, 0.06523, -1.73298)
H (1.01006, 1.14787, 0.79178)
H (2.65555, 1.46617, 0.38712)
H (1.53372, 2.82420, 0.39216)

Forces on the atoms, in the same order (eV/Å):
0.817 -0.325 0.020
-0.619 0.113 0.473
0.236 -0.073 -0.466
0.024 -0.019 0.009
-0.392 -0.032 -0.276
-0.054 0.377 0.127
-0.002 -0.054 0.110
0.429 0.668 0.295
0.136 -0.593 -0.416
-0.095 0.003 0.443
-0.493 -0.322 -0.025
0.006 0.133 -0.041
0.053 -0.074 -0.302
-0.125 0.110 0.059
0.166 -0.027 -0.377
-0.087 0.115 0.368

The total charge is 0. The calculation puts the electronic energy at -1314.83484 a.u. The SMILES is CSC.CSS.



Computed, not measured: C5H5NOS as an isolated structure at a distorted geometry, with ωB97M-V/def2-TZVPD.

Positions of all 13 atoms, in Å:
C (-1.27507, -0.17818, -0.16752)
C (0.35249, 1.47310, -0.08040)
C (0.95019, 0.23796, -0.08776)
C (1.97201, -0.86661, -0.08085)
C (-0.01643, -0.73667, -0.18417)
H (-3.09022, -0.74301, 1.17034)
H (-1.68916, 1.86925, -0.13744)
H (0.73349, 2.49768, 0.09892)
H (2.58883, -0.98511, -0.96249)
H (2.54602, -1.08427, 0.84187)
N (-0.99519, 1.17937, -0.15660)
O (0.84291, -1.83275, -0.10086)
S (-2.91988, -0.83077, -0.15303)

Forces on the atoms, in the same order (eV/Å):
0.082 -0.848 -0.259
0.140 0.041 0.374
0.621 0.994 -0.311
0.129 -0.607 1.015
-0.249 -0.214 0.546
-0.095 -0.052 0.149
-1.040 0.816 0.004
-0.500 -0.917 -0.404
0.067 0.024 -0.168
-0.205 0.476 -0.514
0.878 0.226 0.242
-0.462 -0.273 -0.495
0.634 0.334 -0.179

The total charge is 0. The calculation puts the electronic energy at -721.61054 a.u.